(A)
Entry from OMol25: a structure of composition C7H22N10O11Pb (ωB97M-V/def2-TZVPD).

The net charge is 0. The frontier orbital gap is 2.4 eV.

Atoms and positions in Å:
1 Pb 5.520 6.691 16.752
2 O 10.239 4.362 20.565
3 C 9.240 4.842 19.910
4 O 9.440 4.943 18.703
5 O 8.282 5.388 20.434
6 H 10.719 4.265 19.739
7 O 7.655 4.776 10.486
8 C 8.022 5.957 10.998
9 O 8.859 6.716 10.463
10 O 7.422 6.370 11.984
11 H 8.300 4.917 9.790
12 C 10.589 10.313 15.491
13 O 9.559 10.156 16.149
14 N 11.579 9.512 15.170
15 N 11.017 11.438 15.095
16 H 11.457 8.574 15.524
17 H 12.292 9.658 14.469
18 H 11.899 11.461 14.603
19 H 10.499 12.295 15.222
20 C 3.323 12.185 14.501
21 O 3.486 11.201 15.313
22 N 3.754 13.415 14.692
23 N 2.691 12.053 13.318
24 H 3.582 14.022 13.903
25 H 4.186 13.679 15.566
26 H 2.561 11.114 12.971
27 H 2.375 12.847 12.780
28 C 2.002 6.881 21.856
29 O 2.514 7.410 20.933
30 N 1.005 7.439 22.521
31 N 2.603 5.969 22.540
32 H 0.613 6.984 23.333
33 H 0.534 8.277 22.211
34 H 2.352 5.822 23.507
35 H 3.402 5.565 22.072
36 C 0.961 6.616 12.643
37 O 1.592 6.150 13.592
38 N -0.206 7.209 12.822
39 N 1.344 6.614 11.411
40 H -0.579 7.603 11.970
41 H -0.536 7.491 13.734
42 H 0.721 7.076 10.765
43 H 2.243 6.255 11.123
44 C 4.648 0.229 16.449
45 O 4.734 1.443 16.266
46 N 3.483 -0.394 16.252
47 N 5.638 -0.584 16.717
48 H 3.367 -1.364 16.509
49 H 2.688 0.103 15.877
50 H 5.560 -1.589 16.658
51 H 6.524 -0.180 16.986

***

(B)
Entry from OMol25: a structure of composition C7H22N10O11Pb (ωB97M-V/def2-TZVPD).

The net charge is 0. The frontier orbital gap is 7.5 eV.

Atoms and positions in Å:
1 Pb -22.283 -7.537 -5.091
2 O -18.159 -5.792 -6.584
3 C -18.706 -6.317 -5.423
4 O -18.135 -6.227 -4.338
5 O -19.820 -6.904 -5.628
6 H -18.943 -6.096 -7.084
7 O -23.457 -3.340 -6.727
8 C -23.422 -4.268 -5.737
9 O -23.668 -3.861 -4.579
10 O -23.193 -5.472 -6.032
11 H -23.802 -2.619 -6.177
12 C -24.565 -7.479 -2.358
13 O -24.213 -7.093 -3.460
14 N -25.263 -6.666 -1.507
15 N -24.305 -8.712 -1.859
16 H -25.401 -5.718 -1.811
17 H -25.615 -6.962 -0.618
18 H -24.493 -8.913 -0.897
19 H -23.844 -9.366 -2.466
20 C -24.779 -9.431 -6.884
21 O -24.342 -8.899 -5.873
22 N -25.999 -9.126 -7.378
23 N -24.077 -10.307 -7.635
24 H -26.405 -9.576 -8.177
25 H -26.342 -8.224 -7.095
26 H -23.257 -10.736 -7.258
27 H -24.433 -10.615 -8.521
28 C -22.589 -11.113 -3.876
29 O -22.044 -10.032 -3.781
30 N -23.212 -11.724 -2.797
31 N -22.813 -11.809 -5.052
32 H -22.971 -11.469 -1.858
33 H -24.037 -12.243 -3.039
34 H -21.963 -11.782 -5.593
35 H -23.385 -12.631 -4.983
36 C -21.605 -7.685 -8.809
37 O -21.848 -7.798 -7.623
38 N -22.477 -7.136 -9.702
39 N -20.412 -8.025 -9.370
40 H -22.233 -7.056 -10.671
41 H -23.435 -6.977 -9.452
42 H -20.044 -7.690 -10.241
43 H -19.742 -8.448 -8.750
44 C -20.921 -6.029 -2.119
45 O -21.223 -6.857 -2.975
46 N -19.620 -5.910 -1.737
47 N -21.781 -5.107 -1.649
48 H -19.357 -5.336 -0.960
49 H -18.957 -6.367 -2.353
50 H -21.587 -4.418 -0.948
51 H -22.692 -5.014 -2.071

***

Least stable of them? (A).

***

(A)
Entry from OMol25: a cluster of 2 separate species, C3H4ClNO2S in total (ωB97M-V/def2-TZVPD).

The net charge is 0. The frontier orbital gap (spin up / spin down) is 8.7 / 8.7 eV.

Atoms and positions in Å:
1 C -0.392 -0.233 1.997
2 C -0.726 -0.718 -1.351
3 C 0.665 0.176 1.101
4 N -1.256 -0.717 2.566
5 O -0.550 1.840 -0.641
6 O 1.406 0.705 -1.431
7 S 0.252 0.666 -0.588
8 Cl 2.162 -0.680 1.384
9 H -1.332 -0.410 -2.185
10 H -0.003 -1.425 -1.867
11 H -1.484 -1.144 -0.586
12 H 1.259 1.941 1.601

***

(B)
Entry from OMol25: a structure of composition C3H4ClNO2S (ωB97M-V/def2-TZVPD).

The net charge is 0. The frontier orbital gap is 9.2 eV.

Atoms and positions in Å:
1 C 0.355 -0.389 0.474
2 C 0.307 0.749 -0.491
3 C 1.875 0.740 -0.139
4 N 1.641 -0.466 0.729
5 O -0.692 -1.049 1.025
6 O -3.295 -1.512 1.349
7 S -2.412 -0.698 0.580
8 Cl -2.345 -1.676 -1.341
9 H 0.067 0.462 -1.480
10 H -0.318 1.590 -0.221
11 H 2.674 0.658 -1.025
12 H 2.142 1.590 0.539

***

Least stable of them? (A).

***

(A)
Entry from OMol25: a structure of composition C26H19ClN4O2PdS2 (ωB97M-V/def2-TZVPD).

The net charge is 0. The frontier orbital gap is 6.9 eV.

Atoms and positions in Å:
1 Pd -0.430 -0.201 1.041
2 O 2.669 2.100 1.826
3 C 1.987 2.990 1.416
4 O 0.609 2.899 1.462
5 C 2.374 4.269 0.811
6 C 3.674 4.716 0.607
7 C 3.860 5.949 0.016
8 C 2.756 6.721 -0.364
9 C 1.460 6.282 -0.164
10 C 1.287 5.038 0.432
11 S -0.195 4.212 0.814
12 H 4.504 4.094 0.914
13 H 4.859 6.325 -0.155
14 H 2.919 7.686 -0.825
15 H 0.615 6.889 -0.462
16 C 3.169 -0.970 -1.077
17 C 2.262 -0.428 -0.191
18 N 0.956 -0.331 -0.494
19 C 0.535 -0.793 -1.666
20 C 1.358 -1.451 -2.566
21 C 2.712 -1.506 -2.273
22 C 0.775 -2.089 -3.759
23 C -0.300 -2.880 -3.791
24 C -1.104 -3.386 -2.655
25 C -2.398 -3.841 -2.881
26 C -3.110 -4.287 -1.781
27 N -2.599 -4.306 -0.555
28 C -1.337 -3.885 -0.443
29 N -0.570 -3.433 -1.429
30 H 4.214 -1.018 -0.806
31 H 2.556 -0.068 0.784
32 H -0.522 -0.686 -1.872
33 H 3.396 -1.995 -2.955
34 H 1.266 -1.872 -4.703
35 H -0.644 -3.212 -4.765
36 H -2.833 -3.837 -3.871
37 H -4.131 -4.639 -1.886
38 H -0.895 -3.919 0.550
39 Cl -3.272 -2.519 4.960
40 C -2.957 -1.514 3.590
41 C -3.408 -1.939 2.324
42 C -3.199 -1.152 1.228
43 C -2.527 0.099 1.340
44 C -2.010 0.827 0.206
45 C -2.036 0.467 2.617
46 C -2.280 -0.337 3.746
47 H -3.896 -2.899 2.231
48 H -3.528 -1.485 0.252
49 H -1.942 1.907 0.294
50 H -2.332 0.497 -0.778
51 H -1.585 1.444 2.749
52 H -1.924 -0.037 4.721
53 S 0.249 -4.155 3.372
54 C 0.419 -2.696 2.683
55 N 0.525 -1.642 2.182

***

(B)
Entry from OMol25: a structure of composition C26H19ClN4O2PdS2 (ωB97M-V/def2-TZVPD).

The net charge is 0. The frontier orbital gap (spin up / spin down) is 5.8 / 5.8 eV.

Atoms and positions in Å:
1 Pd 0.108 -0.235 0.052
2 O -0.623 3.531 0.511
3 C -1.126 2.464 0.210
4 O -0.736 1.349 0.784
5 C -2.225 2.383 -0.792
6 C -2.855 3.580 -1.144
7 C -3.854 3.612 -2.094
8 C -4.219 2.432 -2.735
9 C -3.598 1.241 -2.410
10 C -2.604 1.199 -1.426
11 S -1.940 -0.404 -1.114
12 H -2.531 4.482 -0.641
13 H -4.344 4.544 -2.342
14 H -4.988 2.441 -3.498
15 H -3.868 0.326 -2.923
16 C 2.176 -3.924 -0.417
17 C 1.850 -2.592 -0.347
18 N 0.587 -2.157 -0.491
19 C -0.383 -3.047 -0.677
20 C -0.144 -4.416 -0.728
21 C 1.160 -4.852 -0.612
22 C -1.276 -5.353 -0.920
23 C -2.349 -5.486 -0.143
24 C -2.682 -4.764 1.108
25 C -3.906 -4.993 1.720
26 C -4.176 -4.281 2.875
27 N -3.317 -3.415 3.401
28 C -2.167 -3.272 2.743
29 N -1.805 -3.903 1.631
30 H 3.205 -4.232 -0.298
31 H 2.600 -1.839 -0.155
32 H -1.392 -2.679 -0.771
33 H 1.385 -5.912 -0.642
34 H -1.212 -5.987 -1.799
35 H -3.092 -6.216 -0.447
36 H -4.621 -5.693 1.309
37 H -5.119 -4.407 3.397
38 H -1.453 -2.566 3.152
39 Cl -0.354 0.917 -5.739
40 C 0.352 0.953 -4.169
41 C 0.103 2.037 -3.340
42 C 0.651 2.043 -2.076
43 C 1.433 0.965 -1.620
44 C 1.900 0.931 -0.261
45 C 1.733 -0.077 -2.525
46 C 1.189 -0.096 -3.783
47 H -0.528 2.848 -3.676
48 H 0.479 2.883 -1.418
49 H 1.747 1.806 0.360
50 H 2.725 0.285 0.010
51 H 2.386 -0.880 -2.212
52 H 1.385 -0.908 -4.469
53 S -0.109 0.443 4.312
54 C 0.285 -0.241 2.933
55 N 0.609 -0.818 1.940

***

Least stable of them? (B).